{
  "formula": "C4H5PS",
  "method": "wB97M-V/def2-TZVPD",
  "e_homo_ev": -8.5,
  "total_energy_ev": -24349.165,
  "homo_lumo_gap_ev": 6.93,
  "e_above_lowest_ev": 2.136,
  "symbols": ["C", "C", "C", "C", "P", "S", "H", "H", "H", "H", "H"],
  "xyz": [[-0.419641, 1.618804, -0.090050], [-1.690264, 1.929181, 0.217117], [0.298020, 0.245787, 0.077669], [-0.683529, -0.872939, 0.172593], [-2.354333, 0.214776, 0.250848], [-4.128373, -0.302906, -0.282209], [0.266552, 2.525920, -0.299051], [0.797613, 0.224093, -0.933334], [0.918140, 0.389727, 1.003184], [-0.412087, -1.602380, 0.972871], [-0.535972, -1.465729, -0.665084]],
  "forces_ev_per_a": [[1.3, 1.2, 1.0], [-1.3, -1.5, 0.0], [0.4, 2.0, -0.7], [-0.5, 0.5, 1.9], [0.8, 0.5, -0.8], [1.2, -0.1, 0.5], [-0.9, -1.7, -0.1], [0.5, -0.5, 1.5], [0.0, -0.4, -1.3], [-1.0, 0.9, 0.0], [-0.7, -1.0, -2.0]]
}